The following is a quantum chemistry calculation of a structure of composition C26H50N2O3OsP2, from the Open Molecules 2025 dataset.

Each line ends with the Mulliken charge.
Positions of all 84 atoms, in Å:
Os (-0.0715, -0.4613, -0.3205)  1.82
C (-1.1179, -1.7079, -1.2015)  0.23
O (-1.7682, -2.5154, -1.7662)  -0.40
C (1.5061, -1.4189, -0.4743)  0.48
O (2.4935, -2.0471, -0.5844)  -0.43
P (0.1094, 0.9655, -2.1961)  -0.90
C (1.5514, 2.1259, -2.2891)  0.81
H (1.5380, 2.5088, -3.3208)  0.72
C (0.4633, -0.0944, -3.7139)  0.62
H (1.0278, -0.9289, -3.2551)  0.42
C (-1.2687, 2.1236, -2.6693)  0.35
H (-1.2576, 2.8697, -1.8583)  0.65
C (-2.3352, -0.8128, 2.3902)  0.44
P (-0.5577, -1.0968, 1.9170)  0.36
H (-0.0538, -1.2962, 4.2553)  0.90
H (-2.3736, 0.2832, 2.4908)  0.56
C (-0.3744, -2.9464, 2.2533)  0.52
H (-0.9667, -3.0826, 3.1722)  0.48
C (-0.7903, -0.6583, -4.3754)  -1.62
H (-1.3112, 0.0942, -4.9809)  0.34
H (-1.4919, -1.1184, -3.6768)  0.25
H (-0.4542, -1.4499, -5.0592)  0.55
C (1.3359, 0.5387, -4.8034)  -1.42
H (1.4608, -0.2178, -5.5882)  0.51
H (2.3334, 0.8266, -4.4682)  0.39
H (0.8478, 1.4095, -5.2566)  0.30
C (-1.0301, 2.8764, -3.9826)  -1.44
H (-0.0896, 3.4386, -3.9907)  0.34
H (-1.8395, 3.6091, -4.1102)  0.53
H (-1.0535, 2.2127, -4.8537)  0.29
C (-2.6349, 1.4426, -2.6429)  -1.24
H (-3.4154, 2.2157, -2.6232)  0.50
H (-2.7570, 0.8209, -1.7479)  0.22
H (-2.7972, 0.8194, -3.5286)  0.30
C (1.4105, 3.3063, -1.3322)  -1.82
H (0.5861, 3.9734, -1.6168)  0.34
H (2.3430, 3.8880, -1.3548)  0.54
H (1.2525, 2.9583, -0.3033)  0.24
C (2.8616, 1.3801, -2.0598)  -1.24
H (2.9219, 1.0528, -1.0155)  -0.62
H (3.6976, 2.0709, -2.2455)  0.66
H (2.9966, 0.5005, -2.7001)  0.31
C (-2.7463, -1.4589, 3.7260)  -1.63
H (-2.0742, -1.2245, 4.5577)  0.41
H (-2.8263, -2.5498, 3.6271)  0.45
H (-3.7440, -1.0780, 3.9870)  0.48
C (-3.3314, -1.2048, 1.3052)  -1.15
H (-3.3953, -2.2923, 1.1817)  0.25
C (1.7340, -0.4212, 3.4849)  -1.81
H (-3.0911, -0.7546, 0.3351)  0.08
H (-4.3263, -0.8503, 1.6094)  0.51
C (-0.3479, 0.8318, 4.0355)  -1.54
H (2.0576, 0.4962, 2.9879)  0.29
H (2.1254, -0.4003, 4.5134)  0.53
H (2.2207, -1.2503, 2.9647)  0.37
C (0.2117, -0.5044, 3.5339)  0.08
H (0.2187, 1.1290, 4.9303)  0.46
H (-1.4028, 0.7691, 4.3202)  0.41
H (-0.2270, 1.6205, 3.2798)  0.28
C (1.0590, -3.3866, 2.5396)  -1.55
H (1.7441, -3.0960, 1.7288)  0.24
H (1.0645, -4.4834, 2.6065)  0.51
H (1.4332, -2.9988, 3.4926)  0.37
C (-0.9628, -3.8467, 1.1712)  -1.43
H (-1.9897, -3.5976, 0.8856)  0.13
H (-0.9620, -4.8754, 1.5600)  0.52
H (-0.3427, -3.8423, 0.2637)  0.38
H (0.2209, 0.5025, 1.3256)  -0.17
H (-0.6174, 1.3196, -0.3924)  0.65
N (7.6646, 2.1193, 3.2861)  -0.24
C (6.5891, 2.9580, 3.0987)  0.50
O (6.6203, 4.1475, 3.3970)  -0.11
C (5.3929, 2.3422, 2.4396)  1.24
C (5.3907, 1.0655, 1.8530)  -1.14
C (4.2384, 0.6229, 1.1961)  -0.23
N (3.1251, 1.3692, 1.1015)  0.12
C (3.1059, 2.5804, 1.6826)  -0.45
C (4.2164, 3.1051, 2.3453)  -0.92
H (8.4246, 2.5046, 3.8233)  0.31
H (7.5619, 1.1182, 3.2814)  0.22
H (6.2549, 0.4001, 1.8623)  0.31
H (4.2116, -0.3679, 0.7252)  0.42
H (2.1774, 3.1551, 1.6141)  0.57
H (4.1523, 4.1090, 2.7669)  0.46

Properties
- 2S+1 = 5
- <S²> = 6.0308
- LUMO energy (alpha / beta) (eV) = -12.51 / -16.40
- charge = +4
- ΔE to the lowest compared entry with this formula, charge and spin (kJ/mol) = 108.3
- Kohn-Sham gap (alpha / beta) (eV) = 7.993 / 4.566

The following is a quantum chemistry calculation of a structure of composition C26H50N2O3P2Tc, from the Open Molecules 2025 dataset.

Each line ends with the Mulliken charge.
Positions of all 84 atoms, in Å:
Tc (0.4457, -0.1092, -0.9885)  -1.09
C (1.2898, -0.0468, -2.6975)  0.09
O (1.8236, -0.0363, -3.7472)  -0.21
C (0.8204, 1.6466, -0.3719)  0.44
O (0.9938, 2.7325, 0.0577)  -0.37
P (-1.8920, 0.7102, -1.3425)  0.98
C (-3.1290, 1.4447, -0.1596)  0.53
H (-3.9716, 1.7682, -0.7897)  0.60
C (-1.8086, 2.0753, -2.6489)  0.86
H (-0.9716, 2.6915, -2.2745)  0.33
C (-2.9273, -0.6847, -2.0163)  0.67
H (-3.1239, -1.2618, -1.0959)  0.55
C (2.3886, -2.6983, 0.2562)  0.57
P (2.0708, -0.9038, 0.6870)  1.54
H (3.1754, -1.4458, 2.7377)  0.76
H (1.5207, -3.2047, 0.7071)  0.43
C (3.7684, -0.1128, 0.4531)  0.55
H (4.4614, -0.9299, 0.7083)  0.24
C (-1.4228, 1.5401, -4.0252)  -1.47
H (-2.2548, 1.0142, -4.5161)  0.32
H (-0.5487, 0.8836, -4.0010)  0.07
H (-1.1582, 2.3938, -4.6696)  0.52
C (-3.0360, 2.9839, -2.7891)  -1.50
H (-2.8288, 3.7235, -3.5788)  0.49
H (-3.2624, 3.5449, -1.8768)  0.34
H (-3.9290, 2.4204, -3.0937)  0.27
C (-4.2741, -0.2752, -2.6303)  -1.50
H (-4.9135, 0.2933, -1.9414)  0.35
H (-4.8392, -1.1809, -2.9052)  0.49
H (-4.1413, 0.3086, -3.5521)  0.28
C (-2.1138, -1.5588, -2.9667)  -1.38
H (-2.6491, -2.5021, -3.1404)  0.49
H (-1.1297, -1.8092, -2.5458)  0.35
H (-1.9644, -1.0676, -3.9358)  0.28
C (-3.7265, 0.4703, 0.8624)  -1.74
H (-4.4722, -0.1915, 0.3994)  0.37
H (-4.2383, 1.0484, 1.6473)  0.46
H (-2.9632, -0.1532, 1.3470)  0.29
C (-2.5746, 2.6962, 0.5176)  -1.29
H (-1.8752, 2.4361, 1.3191)  -0.45
H (-3.4086, 3.2498, 0.9740)  0.60
H (-2.0566, 3.3743, -0.1689)  0.46
C (3.6629, -3.3119, 0.8608)  -1.65
H (3.7167, -3.2182, 1.9512)  0.36
H (4.5731, -2.8831, 0.4178)  0.42
H (3.6563, -4.3877, 0.6272)  0.49
C (2.3388, -2.9475, -1.2439)  -1.43
H (3.1779, -2.4695, -1.7630)  0.27
C (1.8844, 0.1065, 3.3738)  -2.03
H (1.3984, -2.6042, -1.6969)  0.32
H (2.4169, -4.0300, -1.4073)  0.50
C (1.2342, -2.2932, 3.0647)  -1.83
H (0.8894, 0.1083, 3.8233)  0.59
H (2.6068, 0.1351, 4.2017)  0.30
H (1.9931, 1.0394, 2.8137)  0.29
C (2.1281, -1.1551, 2.5465)  0.44
H (1.2575, -2.2646, 4.1646)  0.47
H (1.5836, -3.2877, 2.7561)  0.38
H (0.1932, -2.1649, 2.7343)  0.32
C (4.0710, 1.0869, 1.3573)  -1.41
H (3.3201, 1.8799, 1.2217)  0.24
H (5.0481, 1.4962, 1.0604)  0.48
H (4.1364, 0.8206, 2.4182)  0.31
C (4.0189, 0.3065, -0.9928)  -1.33
H (3.8689, -0.4958, -1.7226)  0.15
H (5.0632, 0.6413, -1.0672)  0.50
H (3.3799, 1.1579, -1.2714)  0.22
H (-0.9557, 0.7348, 2.4866)  -0.49
H (-0.8869, -0.4324, 0.0903)  0.28
N (-2.7793, 2.5229, 7.9062)  -0.25
C (-1.9820, 3.2110, 7.0041)  0.49
O (-1.5497, 4.3330, 7.2346)  -0.09
C (-1.7422, 2.5289, 5.6963)  1.20
C (-2.3975, 1.3376, 5.3457)  -0.88
C (-2.0801, 0.6703, 4.1877)  -0.44
N (-1.1807, 1.2474, 3.3309)  0.66
C (-0.5839, 2.4620, 3.5802)  -0.01
C (-0.8635, 3.1142, 4.7592)  -0.92
H (-2.7663, 2.9028, 8.8457)  0.34
H (-2.8553, 1.5228, 7.8708)  0.25
H (-3.1901, 0.9217, 5.9751)  0.39
H (-2.5297, -0.2914, 3.9192)  0.57
H (0.0982, 2.8479, 2.8250)  0.51
H (-0.3968, 4.0895, 4.9164)  0.45

Properties
- 2S+1 = 4
- <S²> = 3.7742
- LUMO energy (alpha / beta) (eV) = -13.91 / -16.47
- charge = +4
- ΔE to the lowest compared entry with this formula, charge and spin (kJ/mol) = 111.3
- Kohn-Sham gap (alpha / beta) (eV) = 5.954 / 3.763

The following is a quantum chemistry calculation of a cluster of 3 separate species, C26H50NO4PS2 in total, from the Open Molecules 2025 dataset.

Each line ends with the Mulliken charge.
Positions of all 84 atoms, in Å:
C (5.6927, 2.3730, 0.1291)  -1.37
C (5.0381, 1.0988, 0.6922)  -0.32
C (3.8727, 0.5830, -0.1659)  -0.19
C (4.2515, 0.4144, -1.6330)  -1.30
N (3.2654, -0.2425, -2.5256)  0.13
C (1.8810, -0.2343, -2.0424)  -0.65
C (0.8314, -0.6377, -3.0776)  -0.70
C (-0.5840, -0.5006, -2.4753)  -0.61
C (-1.5536, 0.3233, -3.3557)  -1.00
P (-3.2380, -0.3261, -3.7195)  -0.18
C (-4.0695, -0.5951, -2.1062)  0.45
C (-5.4423, -0.3514, -2.1167)  -0.61
C (-6.2202, -0.5292, -0.9799)  -0.40
C (-5.6259, -0.9534, 0.1998)  -0.40
C (-4.2582, -1.1869, 0.2348)  -0.77
C (-3.4868, -1.0150, -0.9051)  0.05
C (3.6960, -1.4947, -2.9941)  0.14
S (3.5107, -1.9936, -4.5269)  -0.20
S (4.5036, -2.5257, -1.7579)  -0.12
C (3.9040, -4.1894, -2.1388)  -0.77
C (2.8905, -4.6779, -1.1015)  -0.47
C (1.4746, -4.1141, -1.3234)  -0.69
H (5.9458, 3.0777, 0.9215)  0.33
H (6.5887, 2.1327, -0.4440)  0.25
H (4.9904, 2.8901, -0.5301)  0.44
H (4.5894, 1.3658, 1.6539)  0.27
H (5.7658, 0.3082, 0.8860)  0.40
H (3.0561, 1.3046, -0.0571)  0.34
H (3.5124, -0.3597, 0.2511)  0.27
H (4.4724, 1.3900, -2.0748)  0.30
H (5.1908, -0.1437, -1.6759)  0.46
H (1.6481, 0.7876, -1.7345)  0.54
H (1.7696, -0.8919, -1.1662)  0.25
H (0.9953, -1.6716, -3.3783)  0.12
H (0.9592, -0.0030, -3.9559)  0.37
H (-0.5047, -0.0130, -1.4990)  0.41
H (-0.9945, -1.4988, -2.3288)  0.45
H (-1.6729, 1.3408, -2.9751)  0.36
H (-1.1038, 0.4221, -4.3490)  0.49
H (-2.8621, -1.6477, -4.0523)  0.01
H (-5.9201, -0.0228, -3.0331)  0.30
H (-7.2880, -0.3386, -0.9987)  0.46
H (-6.2100, -1.1109, 1.0986)  0.37
H (-3.7887, -1.5232, 1.1509)  0.37
H (-2.4290, -1.2181, -0.8485)  0.30
H (4.7797, -4.8417, -2.1383)  0.40
H (3.5012, -4.2037, -3.1500)  0.39
H (2.8913, -5.7680, -1.0950)  0.38
H (3.2524, -4.3315, -0.1297)  0.25
H (1.1638, -3.4708, -0.4985)  0.23
H (0.7403, -4.9180, -1.3861)  0.45
H (1.4232, -3.5284, -2.2442)  0.00
C (-12.1361, 3.1202, 0.5021)  -0.69
O (-12.5247, 1.7838, 0.7606)  -0.38
C (-12.3302, 0.9094, -0.3369)  -0.54
C (-11.0621, 0.0951, -0.2031)  -0.49
O (-9.8982, 0.9049, -0.2363)  -0.34
C (-9.3686, 1.1830, 1.0479)  -0.80
H (-12.0804, 3.6338, 1.4604)  0.25
H (-11.1600, 3.1700, 0.0144)  0.30
H (-12.8769, 3.6262, -0.1264)  0.32
H (-12.3153, 1.4711, -1.2766)  0.33
H (-13.1835, 0.2253, -0.3654)  0.37
H (-11.0017, -0.5982, -1.0475)  0.37
H (-11.0912, -0.4960, 0.7179)  0.35
H (-8.8231, 0.3145, 1.4347)  0.27
H (-10.1526, 1.4582, 1.7563)  0.45
H (-8.6737, 2.0151, 0.9460)  0.25
C (8.7846, 1.6444, 2.6162)  -0.72
O (7.7499, 2.2301, 3.3855)  -0.36
C (7.0106, 1.2897, 4.1457)  -0.26
C (7.4533, 1.2445, 5.5917)  -0.73
O (8.7858, 0.7848, 5.7305)  -0.37
C (9.7337, 1.8220, 5.9021)  -0.69
H (9.4440, 2.4464, 2.2887)  0.25
H (9.3651, 0.9222, 3.1942)  0.37
H (8.3706, 1.1461, 1.7318)  0.25
H (7.0909, 0.2936, 3.6976)  0.33
H (5.9590, 1.5910, 4.1112)  0.32
H (6.8085, 0.5456, 6.1330)  0.39
H (7.3389, 2.2332, 6.0483)  0.36
H (9.7002, 2.2145, 6.9243)  0.32
H (9.5678, 2.6411, 5.1987)  0.30
H (10.7192, 1.3952, 5.7234)  0.24

Properties
- LUMO energy (eV) = -0.07
- structure (SMILES) = CCCCN(CCCCPc1ccccc1)C(=S)SCCC.COCCOC.COCCOC
- Kohn-Sham gap (eV) = 8.339

The following is a quantum chemistry calculation of a structure of composition C26H52AlB2Br4F4LiMgN4O19PS2, from the Open Molecules 2025 dataset.

Each line ends with the Mulliken charge.
Positions of all 117 atoms, in Å:
C (-3.7005, -2.4940, 1.5023)  -0.60
C (-3.1098, -1.4540, 0.8243)  1.01
C (-2.9470, -1.4598, -0.5847)  0.84
P (-1.6041, -2.8684, -1.1091)  0.23
C (-2.5630, -3.3874, -2.6545)  -1.08
C (-2.8524, -2.2675, -3.6929)  0.24
C (-4.2273, -2.4589, -4.4179)  -0.33
C (-5.3319, -1.9161, -3.4630)  -1.02
O (-0.7508, -2.3770, 0.3285)  -0.59
C (0.2915, -1.4242, 0.0805)  0.61
C (1.4263, -2.0387, 0.9616)  -0.61
O (1.1412, -1.9252, 2.3437)  0.03
N (1.2334, -0.5725, 2.7581)  0.12
O (0.1887, -0.2162, 3.1257)  -0.24
C (0.5849, -1.3807, -1.4661)  0.49
B (1.6604, -2.3971, -2.1003)  0.37
N (1.1829, -3.2969, -3.1987)  -0.15
O (3.0064, -2.4882, -1.7290)  -0.58
C (0.7712, -0.0001, -2.1620)  -1.32
Br (-0.4297, 0.4257, -3.6284)  -0.03
C (1.6881, 0.9251, -1.8845)  0.95
C (1.8401, 2.2507, -2.6426)  -1.08
Br (2.9601, 0.6430, -0.4506)  -0.25
O (-0.6288, -1.8772, -2.0835)  0.56
H (-3.0132, -3.2147, 1.9725)  0.38
H (-4.8021, -2.5618, 1.5831)  0.34
H (-2.7466, -0.5443, 1.4044)  -0.26
H (-3.8844, -1.6486, -1.1372)  0.35
H (-2.5508, -0.4113, -0.8237)  -1.64
H (-2.4539, -3.7508, -0.3486)  0.22
H (-0.7282, -4.0301, -1.2879)  -0.30
H (-3.5170, -3.8890, -2.4147)  0.55
H (-1.9376, -4.1393, -3.1664)  0.22
H (-2.0724, -2.2824, -4.4707)  0.28
H (-2.8794, -1.2520, -3.2711)  -0.14
H (-4.2511, -1.8986, -5.3610)  0.01
H (-4.4179, -3.5288, -4.5840)  0.36
H (-5.3798, -2.5603, -2.5700)  0.22
H (-5.0944, -0.8734, -3.1861)  0.23
H (-6.3177, -1.8875, -3.9490)  0.44
H (-0.1560, -0.5059, 0.5129)  0.20
H (1.3977, -3.1186, 0.7390)  0.13
H (2.4314, -1.6922, 0.6867)  0.22
H (1.6921, -4.1723, -3.1456)  -0.01
H (1.3941, -2.8375, -4.0869)  0.18
H (3.0953, -3.0899, -0.9769)  0.33
H (1.7763, 2.0543, -3.7211)  0.49
H (1.1245, 3.0133, -2.3124)  0.48
H (2.8725, 2.5959, -2.4787)  -0.03
Mg (-2.6725, 1.4191, -0.2019)  0.56
C (0.5156, -1.8006, 5.6806)  -0.68
O (1.3960, -1.8154, 6.7890)  -0.40
C (0.8726, -1.1242, 7.9182)  -0.52
C (0.3110, -2.0822, 8.9489)  -0.50
O (-0.8345, -2.7596, 8.4579)  -0.36
C (-0.5568, -4.0819, 8.0297)  -0.70
H (0.8736, -2.5329, 4.9569)  0.24
H (-0.5042, -2.0670, 5.9703)  0.35
H (0.5188, -0.8133, 5.2226)  0.33
H (0.1121, -0.3998, 7.6112)  0.32
H (1.7036, -0.5707, 8.3658)  0.39
H (-0.0076, -1.5069, 9.8234)  0.37
H (1.0755, -2.7938, 9.2755)  0.32
H (-0.4195, -4.7365, 8.8962)  0.33
H (0.3323, -4.1247, 7.3948)  0.31
H (-1.4124, -4.4354, 7.4558)  0.23
N (1.9445, 6.5708, 0.1075)  -0.27
S (0.5861, 5.9174, -0.3375)  0.87
O (0.6659, 4.6205, -0.9614)  -0.52
O (-0.4291, 6.7911, -0.8142)  -0.59
F (0.0336, 5.5355, 1.1168)  -0.29
S (2.8369, 7.0288, -1.1058)  1.11
O (4.1794, 7.3152, -0.7285)  -0.60
O (2.2611, 7.9291, -2.0464)  -0.57
F (3.0195, 5.6733, -1.9605)  -0.22
O (4.2929, 2.3500, -4.6486)  -0.32
C (5.4455, 2.5611, -5.0510)  -0.44
C (6.1579, 3.7212, -3.9041)  0.37
O (7.2988, 3.9437, -4.2683)  -0.34
H (5.5966, 3.0323, -6.0344)  0.34
H (6.1688, 1.7224, -5.0407)  0.38
H (6.0034, 3.2300, -2.9050)  -0.27
H (5.4467, 4.5647, -3.8787)  0.30
Li (5.4615, 1.7446, -2.2477)  0.86
C (7.0659, 4.2115, 1.2318)  -1.26
C (5.7486, 4.9363, 1.3746)  0.79
O (4.8646, 4.8162, 0.5402)  -0.45
N (5.5658, 5.7264, 2.4537)  -0.17
C (6.4878, 5.9940, 3.5430)  -0.91
H (7.0401, 3.6331, 0.3100)  0.03
H (7.8923, 4.9201, 1.1700)  0.40
H (7.2187, 3.5308, 2.0705)  0.40
H (4.6607, 6.1736, 2.4706)  0.24
H (6.0229, 5.6887, 4.4815)  0.30
H (6.6844, 7.0661, 3.5822)  0.30
H (7.4256, 5.4625, 3.4184)  0.36
Al (1.3423, -6.0658, -2.9472)  0.75
O (-4.1317, 4.6523, 1.7507)  -0.63
H (-3.7810, 4.0333, 2.3987)  0.30
H (-3.3630, 5.1585, 1.4676)  0.35
Br (-5.0339, -0.2989, -8.0442)  -0.14
C (-3.5972, 0.9253, -8.5169)  -0.58
C (-2.2474, 0.3060, -8.2722)  -0.67
Br (-1.8053, 0.2925, -6.3716)  -0.05
H (-3.7576, 1.8368, -7.9497)  0.37
H (-3.7344, 1.1313, -9.5766)  0.36
H (-1.4643, 0.8973, -8.7427)  0.36
H (-2.1799, -0.7205, -8.6182)  0.37
B (-6.0957, -4.1548, 4.4545)  0.51
O (-7.0643, -5.2638, 4.6281)  -0.44
C (-7.5588, -5.5808, 3.4398)  0.37
O (-8.3658, -6.4383, 3.2310)  -0.57
C (-6.9309, -4.6827, 2.3947)  0.70
O (-7.1449, -4.6953, 1.2130)  -0.63
O (-6.0839, -3.8581, 2.9922)  -0.29
F (-4.8130, -4.5482, 4.8641)  -0.36
F (-6.5036, -3.0272, 5.1637)  -0.33

Properties
- LUMO energy (eV) = -6.56
- charge = +1
- Kohn-Sham gap (eV) = 3.591

Calculated total energy, -2127.54895; -2117.80190; -2513.96851; -15002.76036 hartree (same order as the records).